The following is a quantum chemistry calculation of 2 unconnected molecules or ions with the total composition CNO2S2, from OMol25.

XYZ file:
```
6
Properties=species:S:1:pos:R:3:forces:R:3
C 0.441 0.145 1.227 -0.431 -0.332 -1.584
N 1.214 0.296 2.051 0.999 0.120 1.462
O -1.842 -0.285 0.216 0.943 0.051 -1.052
O -0.358 1.471 -0.756 -0.100 0.005 -0.481
S 1.066 -1.703 -2.373 -0.471 0.458 0.591
S -0.521 0.076 -0.366 -0.941 -0.301 1.064
```
Forces are in eV/Å.

As for the spin multiplicity: 1. Its HOMO-LUMO gap (spin up / spin down) is 6.3 / 6.3 eV. The energy relative to the best compared isomer or geometry (same formula, charge and spin) comes out at 361.3 kJ/mol. The HOMO energy (spin up / spin down) comes out at -5.102 / -5.095 eV. The total charge is -1.